{
  "formula": "C45H63BBrCl2KN6O2",
  "method": "ωB97M-V/def2-TZVPD",
  "elements": ["K", "C", "C", "C", "C", "N", "N", "B", "N", "N", "C", "C", "C", "C", "C", "C", "C", "C", "N", "N", "C", "C", "C", "C", "C", "C", "C", "C", "C", "C", "C", "C", "H", "H", "H", "H", "H", "H", "H", "H", "H", "H", "H", "H", "H", "H", "H", "H", "H", "H", "H", "H", "H", "H", "H", "H", "H", "H", "H", "H", "H", "H", "H", "H", "H", "H", "H", "H", "H", "H", "H", "H", "Br", "C", "C", "C", "C", "C", "C", "C", "C", "C", "C", "H", "H", "H", "H", "H", "H", "H", "O", "H", "H", "Cl", "C", "Cl", "H", "H", "C", "C", "C", "C", "C", "C", "C", "O", "C", "C", "C", "H", "H", "H", "H", "H", "H", "H", "H", "H", "H", "H", "H"],
  "xyz": [[12.970, 13.337, 7.729], [13.184, 15.520, 19.301], [11.773, 15.121, 19.333], [10.805, 15.428, 20.254], [9.541, 15.609, 19.582], [9.732, 15.243, 18.341], [11.150, 15.010, 18.137], [11.574, 14.850, 16.762], [6.747, 7.724, 21.604], [5.581, 7.095, 21.440], [5.738, 5.806, 21.065], [7.069, 5.588, 20.891], [7.743, 6.797, 21.247], [9.167, 7.049, 20.905], [4.629, 4.900, 20.680], [4.387, 3.758, 21.615], [3.473, 5.812, 20.575], [4.925, 4.393, 19.314], [12.201, 13.728, 16.206], [13.421, 13.048, 16.897], [14.105, 12.542, 15.791], [13.289, 12.576, 14.610], [12.169, 13.398, 14.847], [11.232, 13.761, 13.899], [15.521, 12.013, 15.879], [16.328, 13.165, 16.745], [15.950, 10.718, 16.727], [15.966, 11.932, 14.377], [8.196, 16.136, 20.051], [8.554, 17.688, 20.317], [7.740, 15.154, 21.138], [7.045, 15.950, 19.052], [13.740, 14.779, 18.649], [13.603, 15.220, 20.297], [13.331, 16.591, 19.156], [11.127, 15.667, 21.251], [10.780, 15.402, 16.167], [7.471, 4.608, 20.629], [9.540, 6.664, 19.936], [9.674, 6.402, 21.645], [9.451, 8.129, 21.072], [4.023, 3.886, 22.669], [5.052, 2.899, 21.300], [3.451, 3.320, 21.090], [2.538, 5.280, 20.793], [3.347, 6.305, 19.558], [3.603, 6.635, 21.311], [5.845, 4.004, 19.275], [5.358, 5.281, 18.428], [4.322, 3.666, 18.730], [13.594, 12.349, 13.599], [11.007, 12.787, 13.367], [11.621, 14.289, 12.989], [10.232, 13.991, 14.249], [13.323, 12.404, 17.638], [16.598, 14.082, 16.218], [15.604, 13.570, 17.518], [16.340, 9.763, 16.251], [15.325, 10.552, 17.620], [16.810, 11.108, 17.213], [14.331, 9.326, 15.600], [17.056, 12.074, 14.168], [15.589, 12.958, 13.974], [9.434, 17.835, 20.953], [7.670, 18.094, 20.903], [8.790, 18.232, 19.354], [8.476, 14.877, 21.945], [7.425, 14.223, 20.623], [6.716, 15.545, 21.434], [7.290, 16.543, 18.184], [6.072, 16.287, 19.325], [7.176, 14.894, 18.958], [12.951, 11.692, 10.597], [15.726, 10.773, 13.594], [15.786, 11.070, 12.229], [16.491, 10.101, 11.446], [17.232, 9.157, 11.964], [16.857, 8.759, 13.229], [17.735, 7.958, 14.034], [17.246, 7.321, 15.120], [15.881, 7.483, 15.505], [15.405, 8.752, 15.089], [15.824, 9.366, 13.827], [15.125, 11.868, 11.734], [16.327, 10.232, 10.382], [18.151, 8.949, 11.411], [18.752, 7.719, 13.644], [17.728, 6.531, 15.632], [15.428, 6.838, 16.248], [17.169, 12.792, 17.417], [4.039, 6.511, 16.850], [3.374, 6.785, 16.208], [4.847, 6.969, 16.571], [7.131, 8.493, 2.823], [8.955, 8.839, 2.815], [9.197, 9.881, 1.274], [9.592, 7.936, 2.721], [9.365, 9.365, 3.710], [5.936, 18.975, 5.961], [7.123, 18.002, 5.822], [8.505, 18.260, 6.095], [9.684, 17.635, 5.639], [11.082, 18.192, 5.887], [9.381, 16.513, 4.805], [10.391, 15.611, 4.535], [11.460, 15.407, 5.297], [8.091, 16.080, 4.649], [7.943, 14.803, 3.798], [6.969, 16.747, 5.130], [5.574, 19.366, 4.985], [6.236, 19.866, 6.544], [5.125, 18.537, 6.533], [8.588, 19.151, 6.696], [11.702, 17.699, 6.703], [10.944, 19.267, 6.041], [11.626, 17.935, 4.952], [10.213, 14.816, 3.830], [6.871, 14.603, 3.699], [8.347, 13.864, 4.102], [8.420, 14.888, 2.804], [5.986, 16.419, 4.853]],
  "atomic_forces_ev_per_a": [[-0.4, 0.1, 0.1], [1.9, -2.8, 1.7], [-1.8, 1.4, -1.0], [0.2, 0.7, 1.1], [1.6, -1.5, -1.0], [1.4, 0.5, -1.8], [-2.2, 0.1, 1.9], [-1.6, -1.3, 0.5], [2.1, -1.8, -1.2], [-1.0, 0.2, 0.9], [1.0, 1.6, 0.3], [2.1, -0.2, 0.5], [-3.0, -0.2, -1.2], [0.9, 0.4, 1.5], [0.2, 1.8, -0.2], [-2.5, -2.9, -1.8], [-2.7, 1.9, -0.1], [0.1, 2.4, -4.6], [1.7, -0.4, 1.9], [-1.2, 2.7, -3.2], [-0.6, -1.8, -1.9], [0.7, 1.7, 1.6], [4.5, -2.5, 3.0], [-2.9, -1.2, -4.1], [1.7, 0.7, 0.9], [-1.1, 0.1, 1.2], [0.4, 0.5, 0.4], [0.4, 3.9, 2.8], [1.3, 0.6, 0.5], [-1.5, -0.7, 0.8], [-1.1, 0.4, 1.2], [2.4, 1.0, -0.7], [-0.4, 1.5, 0.0], [-0.1, 0.7, -0.5], [0.1, -0.3, -0.4], [-0.4, 0.2, 0.4], [-0.4, 0.7, -1.7], [0.4, 0.4, -0.1], [-0.6, 0.5, 0.2], [0.7, 0.6, -0.2], [-0.1, -1.1, -0.3], [1.2, 0.1, -0.9], [0.1, 0.9, 1.5], [0.7, 0.3, 1.0], [-0.2, 0.0, -0.1], [0.4, -0.7, 1.2], [-0.4, -0.5, -0.5], [3.7, -2.4, 0.5], [-2.2, -2.0, 2.9], [-0.5, 0.6, 0.8], [-0.1, -0.4, 0.1], [0.2, 0.6, 0.3], [-0.5, 0.5, 1.1], [0.2, 0.9, 0.1], [-1.4, -0.8, 1.0], [0.2, -0.3, -0.4], [0.6, -0.6, -0.8], [-1.0, 1.8, 0.7], [-0.4, -0.4, -0.7], [1.0, -0.2, 0.4], [3.3, -2.3, -1.7], [-0.3, -0.1, 1.1], [0.4, -2.1, -0.1], [-0.1, -0.4, 0.0], [1.0, 0.1, -1.0], [-0.7, -0.7, 1.0], [-1.0, 0.6, -0.6], [0.7, 0.3, 0.4], [1.3, -0.4, 0.8], [0.1, -0.4, -0.8], [-0.6, 0.0, 1.0], [-1.0, -0.6, -1.4], [-0.2, 0.4, -0.7], [-1.5, -1.1, -3.9], [-0.9, -1.4, -0.9], [-3.7, 4.2, -2.5], [2.5, -1.3, -0.3], [4.2, -1.7, -0.7], [0.4, -1.1, -1.0], [-1.4, -0.9, -0.1], [0.2, 3.2, -0.6], [-4.9, -0.7, 0.2], [-1.0, 2.0, 5.7], [1.7, -0.9, 0.9], [0.8, 0.2, -0.3], [-0.3, -1.1, 0.4], [-1.0, 0.3, 0.3], [1.1, -0.5, 0.3], [-0.1, 0.4, 0.1], [-0.7, 0.5, -1.5], [0.1, 0.3, -0.5], [0.1, 0.0, 0.1], [-0.3, -0.1, 0.2], [2.0, 0.1, 0.6], [-0.1, 0.5, -1.0], [0.2, -0.9, 1.6], [-1.0, 0.3, -0.4], [-1.1, 0.1, -0.8], [1.4, 0.3, 0.4], [1.1, -1.9, -1.3], [-0.4, 1.6, 0.3], [-2.5, 0.3, 0.7], [-0.2, -1.1, -0.2], [2.3, 1.0, 1.7], [3.2, -2.0, 1.2], [-1.0, 0.5, -1.0], [-2.4, -1.4, -1.2], [-1.4, 0.8, -0.6], [0.8, 1.4, -0.1], [0.2, -0.5, 0.5], [0.0, -0.3, -0.2], [-0.3, -0.2, -0.2], [0.6, 0.6, 0.2], [-1.1, 0.6, -0.8], [0.5, -0.1, 0.0], [0.0, 0.6, 0.5], [0.0, -0.1, -0.5], [0.0, 0.1, -0.4], [0.5, -0.5, 1.2], [-0.5, 0.5, 0.2], [-0.4, -0.4, 0.0]],
  "mulliken_charge": [0.8603, -0.8760, 0.1419, -0.9474, 0.2422, -0.7561, 0.5802, 0.0278, -0.9928, -0.2980, -0.8263, -0.0163, 0.0064, -0.9999, 2.8034, -1.5148, -1.6471, -1.6457, 0.3021, 0.0171, -0.4622, 0.2964, -0.5684, -1.2724, 2.0048, -1.1931, -1.4478, -1.8124, 1.3602, -1.4244, -1.3201, -1.5555, -0.0423, 0.4028, 0.2549, 0.4203, -0.0902, 0.3343, 0.2433, 0.2285, 0.2881, 0.3257, 0.3528, 0.3388, 0.4029, 0.1545, 0.4410, 0.6083, 0.1475, 0.2921, 0.2631, 0.3412, 0.2757, 0.4081, 0.1964, 0.3415, 0.2269, 0.2800, 0.3978, 0.4391, 0.2327, 0.3826, 0.4507, 0.3577, 0.3589, 0.3186, 0.2980, 0.4330, 0.3652, 0.3279, 0.3459, 0.4907, -0.8098, 1.5678, -1.2460, -0.8488, -0.9105, 1.1820, -1.0076, -0.3197, -0.9542, -0.2700, 0.2562, 0.4584, 0.3963, 0.3020, 0.3377, 0.4342, 0.3629, 0.3351, -0.6067, 0.2735, 0.3067, -0.1460, -0.2566, -0.1640, 0.2783, 0.2878, -1.2432, 0.1359, -0.5212, 0.3340, -1.2238, 1.0203, -1.0237, -0.7260, 1.1100, -1.8848, -0.6675, 0.2448, 0.3358, 0.3169, 0.2417, 0.1555, 0.4155, 0.2959, 0.3707, 0.3177, 0.4081, 0.3481, 0.2989],
  "lumo_energy_ha": [0.081, 0.081],
  "total_energy_ha": -6350.2494,
  "e_above_lowest_kcal_mol": 0.00,
  "total_charge": -2,
  "spin_multiplicity": 1
}

---

{
  "formula": "C45H63CsIN9O2S",
  "method": "ωB97M-V/def2-TZVPD",
  "elements": ["Cs", "C", "C", "C", "C", "C", "C", "C", "C", "C", "C", "C", "C", "C", "C", "C", "C", "N", "C", "C", "C", "N", "C", "C", "C", "N", "C", "C", "C", "C", "C", "C", "C", "C", "C", "C", "C", "C", "N", "C", "C", "H", "H", "H", "H", "H", "H", "H", "H", "H", "H", "H", "H", "H", "H", "H", "H", "H", "H", "H", "H", "H", "H", "H", "H", "H", "H", "H", "H", "H", "H", "H", "H", "H", "H", "H", "H", "H", "H", "H", "H", "H", "H", "H", "H", "O", "H", "H", "I", "N", "C", "H", "C", "N", "C", "C", "C", "O", "H", "H", "H", "H", "H", "H", "H", "H", "H", "C", "C", "C", "N", "N", "C", "N", "S", "H", "H", "H", "H", "H", "H", "H"],
  "xyz": [[-1.645, 0.405, 0.273], [3.097, -0.117, 5.594], [3.959, 0.193, 4.364], [3.266, -0.166, 3.087], [3.454, -1.264, 2.311], [4.482, -2.341, 2.474], [5.759, -2.060, 1.673], [2.506, -1.141, 1.200], [2.497, -2.000, 0.096], [1.807, -1.856, -1.118], [2.120, -2.633, -2.323], [3.101, -3.761, -2.415], [2.552, -5.083, -1.868], [1.378, -2.085, -3.319], [0.634, -0.980, -2.712], [-0.148, -0.061, -3.424], [-0.600, 1.190, -2.985], [-0.291, 1.736, -1.794], [-0.902, 2.936, -1.743], [-0.869, 3.809, -0.646], [-0.219, 3.640, 0.582], [0.429, 2.523, 0.970], [0.999, 2.785, 2.159], [1.809, 1.884, 2.860], [2.206, 0.610, 2.440], [1.735, -0.039, 1.348], [0.688, 4.159, 2.585], [-0.088, 4.686, 1.604], [-0.716, 6.044, 1.555], [-2.210, 6.003, 1.893], [1.217, 4.836, 3.812], [2.624, 5.403, 3.593], [-1.640, 3.196, -2.986], [-1.442, 2.107, -3.768], [-2.026, 1.829, -5.118], [-3.220, 0.871, -5.046], [-2.460, 4.412, -3.271], [-1.610, 5.630, -3.650], [0.884, -0.914, -1.383], [1.405, -2.419, -4.779], [2.438, -1.598, -5.557], [3.604, 0.167, 6.521], [2.867, -1.183, 5.633], [2.147, 0.415, 5.542], [4.905, -0.353, 4.437], [4.217, 1.256, 4.362], [4.065, -3.302, 2.160], [4.736, -2.447, 3.533], [5.520, -1.939, 0.615], [6.491, -2.866, 1.775], [6.216, -1.130, 2.015], [3.214, -2.817, 0.132], [4.011, -3.498, -1.866], [3.404, -3.903, -3.457], [2.208, -4.965, -0.839], [3.313, -5.869, -1.890], [1.698, -5.417, -2.461], [-0.360, -0.303, -4.464], [-1.406, 4.743, -0.773], [2.244, 2.243, 3.788], [-0.584, 6.478, 0.559], [-0.203, 6.711, 2.254], [-2.747, 5.338, 1.215], [-2.662, 6.997, 1.830], [-2.354, 5.622, 2.906], [1.241, 4.130, 4.646], [0.542, 5.641, 4.116], [3.309, 4.609, 3.290], [3.015, 5.870, 4.502], [2.614, 6.151, 2.797], [-1.257, 1.413, -5.778], [-2.348, 2.770, -5.573], [-2.896, -0.111, -4.700], [-3.699, 0.752, -6.023], [-3.959, 1.241, -4.332], [-3.071, 4.637, -2.393], [-3.167, 4.194, -4.074], [-0.892, 5.861, -2.862], [-2.231, 6.514, -3.821], [-1.041, 5.427, -4.560], [0.417, -2.245, -5.218], [1.615, -3.486, -4.911], [2.233, -0.532, -5.441], [2.429, -1.841, -6.623], [3.441, -1.784, -5.166], [0.290, -3.925, 1.279], [-0.579, -3.626, 0.944], [0.916, -3.300, 0.876], [-5.071, 1.821, -1.080], [-0.783, 2.169, 5.027], [-0.800, 2.446, 6.153], [-0.760, 1.931, 4.050], [-2.551, -2.942, -3.652], [-2.704, -2.622, -2.244], [-3.552, -1.475, -1.925], [-1.979, -3.259, -1.300], [-1.050, -4.357, -1.775], [-2.078, -3.011, -0.096], [-3.405, -2.524, -4.183], [-2.546, -4.020, -3.812], [-1.638, -2.511, -4.073], [-4.535, -1.592, -2.384], [-3.119, -0.552, -2.311], [-3.695, -1.401, -0.852], [-0.524, -4.109, -2.695], [-1.636, -5.269, -1.928], [-0.323, -4.539, -0.990], [-5.001, -4.216, 2.617], [-4.741, -3.304, 3.817], [-3.429, -2.595, 3.717], [-3.311, -1.347, 3.442], [-2.002, -0.940, 3.295], [-1.154, -1.911, 3.466], [0.203, -1.780, 3.398], [-1.909, -3.433, 3.837], [-5.985, -4.683, 2.690], [-4.248, -5.003, 2.551], [-4.952, -3.638, 1.693], [-4.781, -3.880, 4.746], [-5.506, -2.528, 3.869], [0.486, -1.003, 2.796], [0.647, -2.627, 3.065]],
  "atomic_forces_ev_per_a": [[0.2, -0.3, 0.5], [0.0, 0.0, 0.0], [0.0, 0.0, 0.0], [0.0, 0.0, 0.0], [0.0, 0.0, -0.1], [0.0, 0.0, 0.0], [-0.1, 0.1, 0.0], [-0.1, 0.0, 0.0], [0.0, -0.1, 0.0], [0.0, 0.0, 0.0], [0.1, 0.0, 0.1], [0.0, 0.0, 0.0], [0.0, 0.0, 0.0], [-0.1, 0.1, -0.1], [-0.1, 0.0, 0.3], [0.0, 0.1, 0.0], [0.0, 0.0, -0.1], [0.1, 0.2, -0.2], [0.0, 0.1, 0.0], [0.0, 0.0, 0.0], [0.1, 0.0, 0.0], [-0.1, 0.0, -0.1], [-0.1, 0.1, 0.0], [0.0, 0.0, 0.0], [-0.1, 0.0, 0.0], [0.1, 0.0, 0.0], [0.1, -0.1, 0.0], [-0.1, 0.0, 0.0], [0.0, 0.0, 0.0], [0.0, 0.0, 0.0], [0.0, 0.0, 0.0], [0.0, 0.0, 0.0], [0.1, -0.1, 0.1], [0.0, 0.0, 0.0], [0.0, -0.1, 0.0], [0.0, 0.1, 0.0], [0.0, 0.0, 0.0], [0.0, -0.1, 0.0], [-0.1, 0.0, -0.2], [0.0, -0.1, 0.0], [0.0, 0.0, 0.1], [0.0, 0.0, 0.0], [0.0, 0.0, 0.0], [0.0, 0.0, 0.0], [0.0, 0.0, 0.0], [0.0, 0.0, 0.0], [0.0, 0.0, 0.0], [0.0, 0.0, 0.0], [0.0, 0.0, 0.0], [0.0, 0.0, 0.0], [0.0, 0.0, 0.0], [0.0, 0.0, 0.0], [0.0, 0.0, 0.0], [0.0, 0.0, 0.0], [0.0, 0.0, 0.0], [0.0, 0.0, 0.0], [0.0, 0.0, 0.0], [0.0, 0.0, 0.0], [0.0, 0.0, 0.0], [0.0, 0.0, 0.0], [0.0, 0.0, 0.0], [0.0, 0.0, 0.0], [0.0, 0.0, 0.0], [0.0, 0.0, 0.0], [0.0, 0.0, 0.0], [0.0, 0.0, 0.0], [0.0, 0.0, 0.0], [0.0, 0.0, 0.0], [0.0, 0.0, 0.0], [0.0, 0.0, 0.0], [0.0, 0.0, 0.0], [0.0, 0.0, 0.0], [0.0, 0.0, 0.0], [0.0, 0.0, 0.0], [0.0, 0.0, 0.0], [0.0, 0.0, 0.0], [0.0, 0.0, 0.0], [0.0, 0.0, 0.0], [0.0, 0.0, 0.0], [0.0, 0.0, 0.0], [0.0, 0.0, 0.0], [0.0, 0.0, 0.0], [0.0, 0.0, 0.0], [0.0, 0.0, 0.0], [0.0, 0.0, 0.0], [0.0, 0.0, 0.0], [0.0, 0.0, 0.0], [0.0, 0.0, 0.0], [0.0, 0.0, -0.1], [-0.1, 0.0, 0.0], [0.0, 0.0, 0.0], [0.1, 0.0, 0.0], [-0.1, 0.1, 0.0], [0.0, -0.1, 0.0], [0.0, -0.2, 0.0], [0.1, 0.0, 0.0], [-0.1, 0.0, 0.1], [0.0, 0.1, 0.0], [0.0, 0.0, 0.0], [0.0, 0.0, 0.0], [0.0, 0.0, 0.0], [0.0, 0.0, 0.0], [0.0, 0.1, 0.1], [0.0, 0.0, -0.1], [0.0, 0.1, 0.0], [0.0, 0.0, 0.0], [0.0, 0.0, 0.0], [0.1, 0.0, 0.0], [-0.1, 0.0, 0.0], [-0.1, -0.1, 0.0], [0.3, 0.1, 0.0], [-0.1, 0.0, 0.1], [0.0, 0.0, -0.1], [-0.2, -0.1, -0.1], [0.0, 0.0, 0.0], [0.0, 0.0, 0.0], [0.0, 0.0, 0.0], [0.0, 0.0, 0.0], [0.0, 0.0, 0.0], [0.0, 0.0, 0.0], [0.1, 0.1, 0.1], [0.0, 0.0, 0.0]],
  "mulliken_charge": [1.3135, -1.0899, -1.1307, 0.2291, 0.4940, -1.4684, -1.2759, 1.2258, -1.1336, 1.0283, 0.7019, -0.9229, -1.0740, 0.0989, 0.0576, 0.0244, -0.2071, -0.6600, 0.4273, 0.2417, -0.4518, -0.4029, -0.6757, -0.1167, 0.5964, -0.7642, 0.9437, 0.0713, -0.9249, -1.1630, -1.0655, -1.2630, 0.1904, 0.0081, -1.2101, -0.4613, -1.1085, -1.1509, -0.2257, -1.2575, -1.4345, 0.4288, 0.2878, 0.1564, 0.4669, 0.3841, 0.3526, 0.5333, 0.2543, 0.4023, 0.3182, 0.0635, 0.2742, 0.4668, 0.1129, 0.4610, 0.2342, 0.2245, 0.2982, 0.3115, 0.3743, 0.4247, 0.3010, 0.3713, 0.3008, 0.1873, 0.5118, 0.2662, 0.3862, 0.2967, 0.3967, 0.4567, -0.2496, 0.4591, 0.1539, 0.3513, 0.4666, 0.2667, 0.3568, 0.3106, 0.2415, 0.5734, 0.2446, 0.4440, 0.3041, -0.7786, 0.2653, 0.3535, -0.7713, 0.2227, -0.3998, 0.1970, -1.2519, 0.4003, -0.7259, 0.8846, -1.2090, -0.6871, 0.3738, 0.4112, 0.2767, 0.2693, -0.0730, 0.3263, 0.1962, 0.4568, 0.2443, -0.9759, -0.5054, 0.5139, -0.8055, 0.0679, 0.1891, -0.2695, -0.1939, 0.3713, 0.3034, 0.2145, 0.2754, 0.2738, -0.0402, 0.3576],
  "lumo_energy_ha": 0.132,
  "total_energy_ha": -3111.9866,
  "e_above_lowest_kcal_mol": 0.00,
  "total_charge": -2,
  "spin_multiplicity": 1
}

---

- What is the formula in the second record?
  C45H63CsIN9O2S

---

- Number 2 is which compound?
  C45H63CsIN9O2S